# 1
Below is a structure of composition C36H38Cl3IN4O8P2SSeSr in a non-equilibrium geometry, with properties calculated with wB97M-V/def2-TZVPD.

molar mass = 1148.578 g/mol
total charge = -2

The geometry in XYZ format:
```
95
C36H38Cl3IN4O8P2SSeSr wB97M-V/def2-TZVPD
I -3.711 0.919 -3.372
Sr 0.485 0.940 -1.374
Se -0.622 -1.269 -0.039
Cl 5.765 -0.403 -4.735
Cl 3.041 -2.385 -0.493
Cl -1.503 6.114 -4.372
S 2.948 -1.063 -3.390
P 1.916 2.779 0.141
P -0.672 3.478 -0.460
O -1.031 2.051 -0.690
O -1.469 4.541 -1.084
O 1.935 3.470 1.669
O 0.934 3.832 -0.593
O -0.724 0.495 -2.962
O -0.826 3.681 1.176
O 1.310 1.447 0.408
O 3.301 2.871 -0.358
N -1.483 0.645 1.963
N 1.418 2.191 -2.776
N 0.007 -2.739 -3.209
N 0.371 -0.386 2.524
C -3.971 0.674 2.218
C -3.437 -3.859 -3.851
C -2.221 -3.218 -4.005
C -1.456 2.369 3.816
C 2.471 2.959 -2.833
C 4.517 -1.989 -1.301
C -1.545 -3.994 -1.833
C 5.697 -1.129 -3.163
C 0.189 0.628 3.442
C -0.076 -3.055 3.927
C -3.718 -4.582 -2.698
C -0.693 2.784 4.895
C -2.762 -4.636 -1.692
C 1.170 4.867 -3.418
C 4.428 -1.391 -2.580
C -0.883 1.755 -3.115
C 0.022 4.039 -3.459
C -0.275 -4.083 2.814
C -2.130 2.295 -3.452
C 6.915 -1.985 -1.283
C -1.251 4.458 -3.878
C -2.753 0.980 1.326
C -3.702 -1.874 2.393
C 0.205 2.691 -3.035
C -2.325 3.611 -3.845
C 1.249 -2.295 3.841
C 6.900 -1.413 -2.547
C 0.487 2.127 5.250
C 1.414 -1.388 2.610
C 5.710 -2.268 -0.662
C 0.947 1.039 4.529
C 2.392 4.336 -3.114
C -0.599 -0.300 1.572
C -4.605 -0.705 2.010
C -1.249 -3.268 -2.996
C -0.995 1.281 3.092
H 0.069 -1.951 -3.836
H -3.687 0.785 3.269
H 2.068 -3.020 3.818
H 0.589 -2.584 -2.392
H 7.857 -2.212 -0.799
H 5.687 -2.715 0.324
H 3.285 4.944 -3.074
H 2.381 -0.887 2.649
H -2.966 -5.186 -0.779
H -5.520 -0.748 2.612
H -2.801 0.421 0.393
H -4.174 -3.797 -4.643
H 1.061 5.920 -3.641
H -0.103 -3.565 4.895
H -1.160 -4.690 3.017
H -4.249 -2.816 2.305
H -3.311 3.963 -4.116
H 0.045 3.652 1.613
H 1.058 2.489 6.095
H -1.008 3.649 5.464
H -0.805 -4.022 -1.044
H -4.730 1.432 2.009
H -0.903 -2.341 3.912
H -2.725 2.039 1.089
H -2.339 2.910 3.508
H 1.353 -1.974 1.702
H 0.589 -4.748 2.745
H -3.364 -1.771 3.427
H 1.880 0.552 4.780
H -4.894 -0.803 0.960
H -2.014 -2.648 -4.903
H 2.694 4.071 1.657
H -4.669 -5.088 -2.583
H 3.419 2.471 -2.665
H -2.840 -1.938 1.730
H 7.827 -1.181 -3.056
H 1.362 -1.693 4.748
H -0.421 -3.591 1.854
```

=====

# 2
Below is a structure of composition C36H38CuNP2 in a non-equilibrium geometry, with properties calculated with wB97M-V/def2-TZVPD.

molar mass = 610.201 g/mol

The geometry in XYZ format:
```
78
C36H38CuNP2 wB97M-V/def2-TZVPD
Cu -0.952 -17.748 -3.217
P 0.802 -20.874 -5.604
P -2.437 -19.433 -3.325
N 0.515 -18.371 -0.973
C -5.531 -18.332 -0.855
C 0.412 -21.227 -3.793
C 1.380 -14.068 -3.144
C -2.468 -18.836 -7.311
C -4.115 -19.185 -2.650
C 2.363 -17.219 -6.432
C -2.702 -19.732 -5.120
C -3.092 -19.932 -7.853
C 0.389 -15.972 -1.432
C 2.745 -19.091 -4.473
C 3.490 -17.922 -4.443
C 3.874 -24.142 -6.745
C 1.082 -14.908 -0.918
C 1.596 -18.371 -6.428
C 0.001 -17.098 -0.523
C 0.670 -15.179 -3.638
C 4.266 -23.154 -5.855
C -1.945 -21.100 -2.710
C 1.668 -23.134 -6.912
C 2.571 -24.110 -7.291
C -3.524 -20.969 -7.054
C -0.945 -21.921 -3.561
C -6.663 -18.642 -1.618
C -5.259 -19.584 -3.382
C -6.525 -19.313 -2.862
C -2.306 -18.720 -5.941
C 1.952 -18.297 -1.042
C 3.306 -17.003 -5.440
C -3.358 -20.823 -5.684
C -4.252 -18.588 -1.424
C 2.069 -22.149 -5.992
C 1.534 -13.866 -1.761
C 0.094 -16.129 -2.801
C 3.374 -22.162 -5.472
C 1.806 -19.335 -5.448
C 0.090 -19.433 -0.122
H -7.634 -18.400 -1.190
H -2.844 -21.703 -2.680
H 5.282 -23.121 -5.520
H 2.851 -19.840 -3.702
H 0.647 -23.121 -7.355
H 1.203 -14.781 0.132
H -3.990 -21.836 -7.524
H -1.564 -20.992 -1.698
H 3.729 -21.325 -4.854
H 1.236 -21.786 -3.303
H -3.358 -18.274 -0.953
H -2.081 -18.088 -7.994
H -1.785 -17.859 -5.544
H -0.804 -22.876 -3.048
H 4.550 -24.909 -7.068
H 2.277 -24.832 -8.021
H 0.417 -19.170 0.911
H -5.605 -17.783 0.127
H 0.477 -15.234 -4.717
H -3.216 -20.020 -8.947
H -5.146 -20.061 -4.320
H 2.152 -16.466 -7.175
H -7.445 -19.571 -3.396
H 2.089 -13.012 -1.364
H -1.005 -19.482 -0.152
H 4.204 -17.735 -3.630
H 3.902 -16.095 -5.411
H 0.549 -20.336 -0.449
H 0.828 -18.556 -7.146
H -1.081 -17.204 -0.438
H -3.779 -21.613 -5.061
H 1.730 -13.266 -3.830
H 2.401 -17.970 -0.056
H 2.358 -19.255 -1.298
H 0.417 -20.219 -3.314
H 0.345 -16.930 0.514
H 2.264 -17.599 -1.819
H -1.411 -22.140 -4.501
```

=====

# 3
Below is a cluster of 10 separate species, C36H38F4N6 in total in a non-equilibrium geometry, with properties calculated with wB97M-V/def2-TZVPD.

molar mass = 630.734 g/mol
SMILES = Fc1ccccc1.Fc1ccccc1.Fc1ccccc1.Fc1ccccc1.CC#N.CC#N.CC#N.CC#N.CC#N.CC#N

The geometry in XYZ format:
```
84
C36H38F4N6 wB97M-V/def2-TZVPD
F -16.687 -31.452 -13.255
F -8.431 -22.403 -9.547
F -9.884 -25.468 -16.538
F -14.938 -19.380 -14.777
N -17.825 -24.317 -12.882
N -16.880 -25.889 -17.548
N -13.420 -28.087 -13.833
N -14.741 -24.021 -14.664
N -10.530 -21.454 -17.060
N -15.825 -27.362 -10.049
C -9.234 -25.152 -12.514
C -18.038 -23.780 -15.411
C -17.915 -24.090 -14.002
C -15.809 -21.706 -12.196
C -14.453 -26.652 -17.035
C -9.508 -24.419 -9.020
C -9.697 -25.328 -15.217
C -16.891 -29.128 -13.034
C -9.570 -23.094 -9.391
C -14.694 -21.609 -11.356
C -10.674 -25.168 -8.987
C -17.578 -27.961 -13.319
C -8.497 -24.811 -14.763
C -11.901 -24.553 -9.157
C -19.276 -29.251 -14.474
C -8.258 -24.730 -13.402
C -17.400 -30.326 -13.494
C -15.813 -26.227 -17.325
C -11.639 -22.362 -14.890
C -11.940 -23.184 -9.390
C -11.001 -21.863 -16.101
C -12.726 -28.807 -13.267
C -13.644 -20.794 -11.723
C -13.842 -28.272 -8.637
C -10.416 -25.699 -12.984
C -18.551 -30.408 -14.239
C -10.781 -22.443 -9.546
C -10.672 -25.773 -14.348
C -14.647 -24.564 -13.651
C -18.790 -28.041 -13.992
C -14.952 -27.761 -9.431
C -14.837 -20.132 -13.665
C -15.897 -20.961 -13.349
C -14.585 -25.250 -12.374
C -13.702 -20.033 -12.896
C -11.816 -29.749 -12.604
H -16.817 -20.902 -13.913
H -8.543 -24.885 -8.857
H -15.030 -26.238 -12.474
H -12.714 -20.727 -11.170
H -11.932 -30.718 -13.081
H -11.132 -23.238 -14.498
H -13.869 -26.798 -17.937
H -12.880 -22.673 -9.537
H -18.910 -31.364 -14.599
H -11.596 -26.178 -14.739
H -18.535 -22.811 -15.520
H -19.395 -27.151 -14.133
H -16.634 -22.347 -11.912
H -10.599 -26.230 -8.793
H -12.879 -27.905 -8.972
H -12.097 -29.837 -11.554
H -18.472 -24.579 -15.993
H -7.339 -24.298 -13.031
H -11.599 -21.578 -14.135
H -15.049 -24.671 -11.583
H -10.809 -29.341 -12.644
H -10.800 -21.377 -9.725
H -12.863 -19.406 -13.162
H -14.006 -27.984 -7.594
H -11.094 -26.153 -12.273
H -14.722 -22.172 -10.434
H -17.041 -23.519 -15.786
H -15.928 -29.137 -12.539
H -12.681 -22.562 -15.131
H -13.850 -29.363 -8.626
H -13.535 -25.431 -12.140
H -14.484 -27.578 -16.457
H -13.998 -25.914 -16.377
H -7.737 -24.561 -15.493
H -12.829 -25.110 -9.181
H -9.032 -25.160 -11.451
H -17.263 -26.995 -12.947
H -20.217 -29.308 -14.999
```

=====

# 4
Below is a structure of composition C36H38N4O2PSbY, with properties calculated with wB97M-V/def2-TZVPD.

molar mass = 800.366 g/mol
total charge = +1

The geometry in XYZ format:
```
83
C36H38N4O2PSbY wB97M-V/def2-TZVPD
Sb -2.703 0.808 -0.961
Y 0.141 -0.847 -0.762
P 0.478 1.071 1.491
O -1.207 -2.063 -1.898
O 0.194 -2.045 1.010
N 2.485 -1.541 -0.589
N 0.546 1.686 -1.443
N 0.837 2.548 0.716
N 1.199 -1.123 -2.928
C -0.530 -2.312 -4.169
C -1.831 0.265 2.741
C 4.179 0.947 3.142
C 1.043 -2.408 1.936
C 1.466 -3.159 4.198
C 0.770 -1.726 -3.980
C 1.565 0.742 4.069
C -2.965 -3.551 -4.673
C -1.031 1.368 2.452
C 0.738 2.743 -0.644
C -1.462 -2.476 -3.109
C 2.844 -3.178 3.970
C 3.934 0.702 4.489
C -2.586 2.791 3.619
C 2.440 -2.431 1.698
C -1.413 2.632 2.899
C -0.846 -2.787 -5.456
C -3.377 1.686 3.911
C -2.682 -3.116 -3.398
C 3.313 -2.835 2.726
C 0.842 4.050 -1.152
C -4.546 0.270 -0.051
C 3.031 -2.120 0.423
C -2.051 -3.389 -5.719
C 2.631 0.597 4.948
C -3.328 0.723 -2.996
C 0.582 -2.794 3.208
C 2.590 -0.688 -2.885
C -2.847 2.919 -0.714
C 3.310 -1.487 -1.808
C 0.387 1.926 -2.763
C 0.697 4.260 -2.500
C -2.998 0.425 3.478
C 1.804 0.986 2.722
C 3.120 1.077 2.262
C 0.446 3.170 -3.336
H 1.094 3.362 1.256
H -5.362 0.802 -0.537
H 3.090 -0.815 -3.850
H -3.833 3.255 -1.033
H 0.209 1.050 -3.376
H 4.287 -1.045 -1.595
H -0.114 -2.667 -6.247
H 4.075 -2.438 0.329
H -3.614 -0.436 3.704
H -1.541 -0.719 2.387
H -0.487 -2.804 3.383
H 4.377 -2.863 2.520
H -3.384 -3.261 -2.587
H -3.500 -0.313 -3.286
H -2.880 3.776 3.957
H -4.518 0.532 1.006
H 2.438 0.406 5.995
H 3.470 -2.506 -2.169
H 3.526 -3.475 4.754
H 0.550 0.659 4.440
H 4.760 0.594 5.179
H 3.316 1.254 1.210
H -2.091 3.412 -1.327
H 1.015 4.872 -0.471
H -2.286 -3.744 -6.712
H 2.614 0.376 -2.630
H -4.249 1.294 -3.111
H -2.692 3.194 0.329
H 0.307 3.287 -4.400
H 1.446 -1.818 -4.837
H -2.564 1.146 -3.648
H 0.768 5.262 -2.902
H -4.707 -0.803 -0.142
H -0.802 3.500 2.681
H 1.082 -3.448 5.169
H 5.196 1.030 2.781
H -4.291 1.812 4.477
H -3.913 -4.038 -4.867
```

=====

Number 1: gap between HOMO and LUMO 5.82 eV, HOMO energy -1.894 eV. Number 2: gap between HOMO and LUMO 8.16 eV, HOMO energy -7.557 eV. Number 3: gap between HOMO and LUMO 8.86 eV, HOMO energy -9.026 eV. Number 4: gap between HOMO and LUMO 7.73 eV, HOMO energy -10.162 eV.